Record 1
Entry from OMol25: a cluster of 2 separate species, C5H15N2 in total at a distorted geometry (ωB97M-V/def2-TZVPD).

```
22
Properties=species:S:1:pos:R:3:forces:R:3
C -1.096994 -0.263158 -0.833658 0.891 0.738 3.773
C 0.415364 -0.535774 -0.703932 0.878 3.657 -1.846
C 1.587609 0.588499 -0.587182 -1.173 -1.156 -1.011
C 2.123613 0.594806 0.876934 3.201 0.169 -1.024
C 2.515873 -0.824165 1.303354 -2.157 0.160 1.499
N -3.238700 0.457295 1.677947 -0.336 -4.841 -0.984
N -1.555476 0.013502 -2.184140 3.622 0.167 -1.725
H -1.471921 -1.211811 -0.433317 -0.683 0.356 0.344
H -1.258465 0.643268 -0.109686 -0.427 -1.819 -1.348
H -3.724516 -0.491886 1.946231 1.155 2.797 -0.671
H 0.744384 -1.506557 -0.951063 0.414 -1.291 -0.160
H 1.131396 1.614503 -0.839559 0.719 -1.629 0.189
H 2.474378 0.260995 -1.285460 -1.895 0.532 1.011
H 3.039624 1.297620 0.985197 -1.864 -0.800 -0.312
H 1.301177 0.908414 1.428136 -1.089 0.875 1.521
H 2.605997 -0.925233 2.423553 -0.218 0.284 -1.143
H 1.567727 -1.355211 0.994838 1.214 -0.649 0.603
H -3.805029 0.963142 1.057906 -1.105 0.618 -0.850
H 3.413797 -1.253048 0.915487 0.332 -0.190 -0.815
H -3.089793 0.978722 2.465560 0.295 1.441 2.507
H -0.568765 0.070104 -2.591915 -2.269 0.666 -1.002
H -2.073556 -0.649850 -2.795655 0.496 -0.085 1.443
```
Forces are in eV/Å.

The highest occupied orbital energy is -13.13 eV. The HOMO-LUMO gap comes out at 5.96 eV. The value obtained for the total energy is -8397.332 eV. The LUMO energy is -7.169 eV. As for the charge: +1. The energy relative to the best compared isomer or geometry (same formula, charge and spin) comes out at 515.6 kJ/mol.


Record 2
Entry from OMol25: a cluster of 2 separate species, C5H15N2 in total at a distorted geometry (ωB97M-V/def2-TZVPD).

```
22
Properties=species:S:1:pos:R:3:forces:R:3
C 2.074346 2.048328 0.020540 -0.059 -0.418 -0.094
C 0.658801 1.661044 -0.418996 -1.059 -0.480 -1.460
C 0.299468 0.127463 -0.757604 -4.888 4.282 2.625
C -0.563980 -0.547304 0.316344 2.269 -1.729 -1.630
C -2.015070 -0.148266 0.809879 -1.326 2.191 1.723
N -3.080294 -0.686571 0.076142 0.073 -1.361 -2.540
N 1.597464 -2.350936 -0.128440 1.096 0.288 0.714
H 2.208894 1.670645 1.024464 0.448 -0.645 0.058
H 2.830356 1.739992 -0.690514 0.164 -0.333 0.101
H 0.002515 1.960076 0.453336 0.327 -0.787 -0.824
H 0.258326 2.249588 -1.369999 1.123 -1.251 1.693
H 2.439404 -1.783871 -0.126515 0.262 -0.177 0.363
H -0.089787 -0.007294 -1.785769 1.354 -0.764 0.168
H -0.674212 -1.588512 -0.041923 -0.331 0.378 0.525
H -0.038178 -0.606779 1.273606 0.411 0.213 -0.145
H -2.085357 1.040825 0.675711 0.577 -2.237 1.150
H -2.145698 -0.596629 1.915131 0.735 1.791 -2.176
H -2.810620 -1.112142 -0.851209 -1.095 0.738 1.625
H -3.902740 -1.078713 0.546670 0.993 0.016 -0.354
H 0.941313 -1.806616 -0.658821 -0.080 -1.083 -0.683
H 1.868192 -3.278778 -0.453757 -0.524 0.446 -0.529
H 2.226856 3.094453 0.171728 -0.469 0.923 -0.309
```
Forces are in eV/Å.

The highest occupied orbital energy is -13.06 eV. The HOMO-LUMO gap comes out at 5.63 eV. The value obtained for the total energy is -8396.762 eV. The LUMO energy is -7.430 eV. As for the charge: +1. The energy relative to the best compared isomer or geometry (same formula, charge and spin) comes out at 570.7 kJ/mol.


Record 3
Entry from OMol25: a cluster of 2 separate species, C5H15N2 in total at a distorted geometry (ωB97M-V/def2-TZVPD).

```
22
Properties=species:S:1:pos:R:3:forces:R:3
N -1.927090 0.426363 -0.798842 1.305 -2.432 3.972
C -1.210116 -0.806766 -0.426532 0.649 -0.085 -0.797
C -1.756137 -2.048981 -1.157618 0.958 -0.295 -1.214
C 0.294658 -0.586685 -0.726021 -1.727 0.157 -0.452
N 0.773891 0.699408 -0.412171 1.960 -1.964 -1.116
C 2.055332 0.935835 -0.944423 0.760 2.867 1.383
C 1.399672 1.248188 3.765746 -0.064 0.495 0.642
H 1.520651 0.280081 4.236240 0.406 -0.407 -0.437
H -2.797691 0.430114 -0.232062 -0.298 0.862 -1.197
H -1.202922 1.128833 -0.611142 -1.035 1.456 -0.745
H -1.253834 -1.027531 0.672602 -0.802 0.638 -0.230
H -0.991990 -2.866899 -1.125764 -0.957 0.366 0.694
H -1.744016 -1.820890 -2.233838 -0.361 0.130 0.172
H -2.772155 -2.317724 -0.865810 0.332 -0.222 0.175
H 0.388059 -0.714035 -1.819690 0.452 -0.044 -0.343
H 0.893749 -1.446299 -0.363478 0.396 0.389 0.083
H 2.375011 1.985275 -0.674781 -0.605 -0.726 -0.564
H 2.232391 0.738417 -2.029117 -0.251 -0.663 0.589
H 2.898216 0.434488 -0.348467 -0.760 -0.412 -0.318
H 0.593316 1.675842 4.389475 0.369 0.345 -0.703
H 2.329497 1.837782 3.842913 -0.515 -0.269 0.169
H 1.130904 1.203870 2.700700 -0.210 -0.184 0.238
```
Forces are in eV/Å.

The highest occupied orbital energy (spin up / spin down) is -18.35 / -18.35 eV. The HOMO-LUMO gap (spin up / spin down) comes out at 4.84 / 4.82 eV. The value obtained for the total energy is -8383.247 eV. The LUMO energy (spin up / spin down) is -13.507 / -13.531 eV. As for the charge: +2. The multiplicity is 2. The energy relative to the best compared isomer or geometry (same formula, charge and spin) comes out at 681.5 kJ/mol.


Record 4
Entry from OMol25: a cluster of 2 separate species, C5H15N2O in total (ωB97M-V/def2-TZVPD).

```
23
Properties=species:S:1:pos:R:3:forces:R:3
C 0.877804 -0.141552 -1.859585 0.001 0.420 0.376
O 0.250990 0.147137 -0.694994 -0.049 -0.050 -0.198
C 1.573709 -1.504840 -1.826449 -0.044 -0.414 -0.286
N 1.962519 -1.969216 -3.180469 0.163 0.090 0.106
H 0.210906 -0.160384 -2.765535 -0.132 -0.129 0.009
H 1.642242 0.626892 -2.136574 0.139 -0.128 -0.095
H 2.464021 -1.479446 -1.191725 0.037 0.148 -0.064
H 0.873231 -2.201138 -1.350008 -0.082 0.030 0.084
H 2.398062 -2.883514 -3.129872 -0.049 0.005 0.000
H 1.117514 -2.078464 -3.730285 0.019 0.020 -0.017
C -0.313883 2.078036 1.670638 -0.003 -0.139 0.678
N -1.214827 1.017652 2.125886 -0.253 0.133 -0.044
C -2.310449 0.883228 1.171847 0.107 -0.115 -0.054
C -0.509413 -0.250606 2.273805 0.124 0.158 0.092
H -0.860110 3.023312 1.751353 0.103 0.069 -0.186
H 0.088712 1.908683 0.666964 -0.083 -0.093 -0.120
H 0.513506 2.111879 2.388499 0.049 0.149 -0.116
H -3.028064 0.131050 1.517563 0.070 0.014 0.050
H -2.839464 1.837537 1.092162 0.009 0.001 -0.004
H -1.923508 0.590991 0.186310 -0.060 0.002 -0.084
H -1.188235 -0.980102 2.725206 -0.018 -0.071 -0.094
H 0.316723 -0.097840 2.975764 0.007 -0.051 0.002
H -0.101980 -0.609285 1.319493 -0.053 -0.049 -0.035
```
Forces are in eV/Å.

The highest occupied orbital energy is -2.70 eV. The HOMO-LUMO gap comes out at 6.82 eV. The value obtained for the total energy is -10455.092 eV. The LUMO energy is 4.113 eV. As for the charge: -1. The energy relative to the best compared isomer or geometry (same formula, charge and spin) comes out at 87.2 kJ/mol.


Record 5
Entry from OMol25: a structure of composition C5H15N2O at a distorted geometry (ωB97M-V/def2-TZVPD).

```
23
Properties=species:S:1:pos:R:3:forces:R:3
C 0.890073 2.486045 -0.095822 -2.477 1.037 -0.244
C 0.331219 1.580518 -1.191316 -1.007 -0.475 0.660
C 0.301325 0.070388 -0.887259 -0.034 -0.400 0.530
C -0.674326 -0.327887 0.260158 1.004 1.211 -2.784
C -0.430699 -1.746291 0.563438 -6.350 -3.814 -3.482
N -0.499513 -2.508552 -0.595044 -0.857 0.559 3.487
N -2.038149 -0.153983 -0.229480 0.130 -1.269 -1.268
H 0.072518 3.145856 0.433917 1.859 -1.472 -0.674
H 1.741180 3.053562 -0.424509 0.490 0.237 0.296
H 1.410450 1.563586 0.846660 0.704 -1.291 1.698
H -0.726277 1.863306 -1.429549 0.779 -0.101 0.277
H 0.901305 1.678683 -2.091697 0.485 0.325 -0.543
H 1.282409 -0.338269 -0.571888 -0.252 0.561 -0.457
H -0.005533 -0.495880 -1.778179 0.120 0.356 0.237
H -1.014733 -2.008363 1.529322 1.414 -0.349 -1.203
H 0.777803 -1.830840 0.888583 3.443 -0.407 1.169
H -0.909636 -3.453435 -0.391109 0.831 0.944 0.041
H -2.735073 -0.109058 0.474222 -0.523 0.117 0.965
H -2.251872 -1.012653 -0.788346 0.199 1.170 0.456
H 1.434582 -2.202126 1.146220 0.373 0.495 0.517
H -0.501480 0.295311 1.070631 0.194 1.088 1.642
H 2.334062 0.889883 2.276584 -0.476 0.428 -0.762
O 1.681047 0.652695 1.585702 -0.051 1.049 -0.558
```
Forces are in eV/Å.

The highest occupied orbital energy (spin up / spin down) is -8.79 / -8.80 eV. The HOMO-LUMO gap (spin up / spin down) comes out at 8.76 / 7.29 eV. The value obtained for the total energy is -10448.794 eV. The LUMO energy (spin up / spin down) is -0.031 / -1.506 eV. As for the charge: 0. The multiplicity is 2. The energy relative to the best compared isomer or geometry (same formula, charge and spin) comes out at 504.0 kJ/mol.


Record 6
Entry from OMol25: a cluster of 3 separate species, C5H15N2O in total at a distorted geometry (ωB97M-V/def2-TZVPD).

```
23
Properties=species:S:1:pos:R:3:forces:R:3
C -0.975376 2.012092 0.476153 -0.257 -2.468 1.914
C -0.445214 1.056255 1.545954 -1.464 1.003 -1.221
C -1.101125 -0.112573 1.900774 -2.862 -0.804 -0.699
C -2.296908 -0.608117 1.282975 1.475 0.681 2.568
N 2.011944 0.908157 -0.615417 2.216 0.742 -0.452
C 2.385546 -0.256503 -1.525227 -3.919 0.022 1.214
N 1.070002 -0.563356 -2.093567 -0.990 -1.566 -1.393
H -0.758667 2.986099 0.858500 -0.105 0.848 -0.110
H -2.061213 1.723391 0.489220 0.975 0.971 -0.727
H -0.487974 1.849876 -0.484268 0.083 -0.043 -0.305
H 0.326077 1.331006 2.233627 0.705 0.424 0.081
H 1.474033 0.954141 0.286917 1.329 -1.021 -1.408
H 2.769985 -1.186111 -1.062730 0.211 0.816 0.048
H -0.872564 -0.552864 2.869674 0.553 -0.593 -0.587
H -3.056241 -0.132597 0.664442 0.800 0.149 -0.543
H -2.639695 -1.543908 1.725413 -0.063 0.042 -0.185
H 2.886152 1.451732 -0.649083 -0.897 0.303 1.173
H 3.037952 0.177681 -2.255606 0.509 0.027 -0.228
H 0.865794 -0.465219 -3.116383 0.853 -0.014 1.494
H 0.638680 -1.441097 -1.749739 0.671 0.839 -0.438
H -1.048651 -3.309700 -0.519815 0.167 0.796 0.253
H -1.148999 -1.818400 0.145043 1.432 -2.064 -1.601
O -0.573539 -2.459982 -0.406859 -1.423 0.910 1.152
```
Forces are in eV/Å.

The highest occupied orbital energy is -11.68 eV. The HOMO-LUMO gap comes out at 4.16 eV. The value obtained for the total energy is -10444.610 eV. The LUMO energy is -7.522 eV. As for the charge: +1. The energy relative to the best compared isomer or geometry (same formula, charge and spin) comes out at 574.2 kJ/mol.